Density functional theory data (ωB97M-V with the def2-TZVPD basis set) for a cluster of 2 separate species, C24H25N7 in total at a distorted geometry.

Results
E_tot, Ha: -1312.78440
Maximum force, eV/Å: 3.81
Energy above the lowest of the compared OMol25 structures with the same formula, charge and spin, eV: 0.705
Highest occupied orbital energy, eV: -5.51
Spin multiplicity: 1
Kohn-Sham gap, eV: 3.704

Element x y z (Å)
C: 0.27 0.30 6.39
N: 0.11 -0.59 5.28
C: 0.36 -2.01 5.44
C: 0.12 -2.60 4.04
C: -0.28 -1.43 3.19
C: -0.31 -0.28 4.02
C: -0.68 0.99 3.53
C: -1.08 1.09 2.21
C: -0.81 0.01 1.28
C: -0.90 0.08 -0.13
C: -1.26 1.19 -0.96
C: -1.77 0.89 -2.27
C: -2.18 1.90 -3.11
C: -2.16 3.24 -2.63
N: -2.54 4.10 -3.62
C: -2.66 5.52 -3.53
C: -2.86 3.43 -4.86
C: -2.65 1.93 -4.53
C: -1.72 3.57 -1.34
C: -1.17 2.57 -0.56
C: -0.44 -1.27 1.83
H: 0.01 1.32 6.11
H: -0.37 -0.03 7.22
H: 1.32 0.27 6.74
H: 1.38 -2.18 5.82
H: -0.32 -2.42 6.20
H: 1.02 -3.09 3.67
H: -0.67 -3.36 4.11
H: -0.64 1.85 4.20
H: -1.60 1.99 1.88
H: -0.72 -0.87 -0.66
H: -1.83 -0.16 -2.57
H: -2.53 5.87 -2.50
H: -1.91 6.02 -4.17
H: -3.65 5.82 -3.90
H: -3.89 3.68 -5.15
H: -2.21 3.77 -5.67
H: -1.91 1.51 -5.23
H: -3.59 1.39 -4.70
H: -1.80 4.61 -1.00
H: -0.66 2.83 0.37
H: -0.29 -2.10 1.14
N: 5.46 -4.51 -2.41
C: 4.57 -4.03 -1.52
N: 4.84 -3.98 -0.21
C: 3.91 -3.48 0.64
N: 2.70 -2.92 0.30
C: 2.40 -2.88 -0.98
C: 3.31 -3.51 -1.97
N: 2.73 -3.43 -3.19
C: 1.55 -2.77 -2.98
N: 1.31 -2.38 -1.68
H: 5.30 -4.48 -3.41
H: 6.36 -4.84 -2.07
H: 4.16 -3.53 1.71
H: 0.87 -2.60 -3.81

Want to see where the charge sits? The Löwdin charges in e are:
1. C -0.03
2. N -0.12
3. C -0.12
4. C -0.07
5. C -0.13
6. C -0.16
7. C 0.01
8. C 0.01
9. C -0.18
10. C 0.09
11. C -0.19
12. C 0.05
13. C -0.14
14. C -0.17
15. N -0.14
16. C -0.03
17. C -0.13
18. C -0.08
19. C 0.01
20. C 0.00
21. C 0.06
22. H 0.08
23. H 0.10
24. H 0.10
25. H 0.13
26. H 0.12
27. H 0.13
28. H 0.12
29. H 0.11
30. H 0.10
31. H 0.10
32. H 0.14
33. H 0.08
34. H 0.10
35. H 0.10
36. H 0.12
37. H 0.13
38. H 0.12
39. H 0.12
40. H 0.10
41. H 0.11
42. H 0.13
43. N 0.12
44. C -0.38
45. N 0.07
46. C -0.25
47. N 0.06
48. C -0.38
49. C -0.23
50. N 0.03
51. C -0.27
52. N 0.03
53. H 0.09
54. H 0.09
55. H 0.08
56. H 0.07

=====

Density functional theory data (ωB97M-V with the def2-TZVPD basis set) for a structure of composition C43H61MnN4Si2 at a distorted geometry.

Results
E_tot, Ha: -3624.29308
Maximum force, eV/Å: 3.05
Net charge: -1
Highest occupied orbital energy (alpha / beta), eV: -2.60 / -2.78
Spin multiplicity: 6
Kohn-Sham gap (alpha / beta), eV: 4.650 / 4.708

Element x y z (Å)
Mn: -0.07 -0.48 0.13
C: -4.21 -0.08 1.77
C: -3.69 0.35 0.38
C: -4.82 0.21 -0.67
C: -3.17 1.79 0.35
C: -4.00 2.84 0.81
C: -3.69 4.17 0.56
C: -2.51 4.48 -0.06
C: -1.56 3.51 -0.41
C: -0.26 4.02 -0.93
C: -0.41 4.75 -2.31
C: 0.34 5.03 0.07
C: -1.93 2.15 -0.26
N: -1.08 1.15 -0.81
C: -0.87 1.01 -2.10
C: 0.40 0.82 -2.77
C: 0.42 1.23 -4.12
C: 1.44 0.88 -4.98
C: 2.62 0.32 -4.43
C: 2.75 0.15 -3.07
C: 1.63 0.24 -2.23
N: 1.59 -0.23 -0.94
C: 2.80 -0.33 -0.23
C: 3.44 -1.57 0.01
C: 4.52 -1.68 0.88
C: 5.01 -0.59 1.57
C: 4.48 0.67 1.24
C: 3.45 0.87 0.33
C: 2.97 2.29 0.06
C: 3.46 2.98 -1.24
C: 3.20 3.17 1.28
C: 3.15 -2.89 -0.72
C: 2.29 -3.84 0.13
C: 2.55 -2.88 -2.12
H: -4.20 -1.17 1.96
H: -5.24 0.27 1.94
H: -3.63 0.44 2.52
H: -2.84 -0.25 0.05
H: -5.67 0.84 -0.35
H: -5.15 -0.83 -0.77
H: -4.46 0.54 -1.64
H: -4.89 2.58 1.38
H: -4.31 4.98 0.92
H: -2.25 5.50 -0.25
H: 0.40 3.11 -1.10
H: -1.27 5.46 -2.23
H: -0.67 4.09 -3.18
H: 0.49 5.36 -2.51
H: -0.21 5.96 0.13
H: 1.41 5.23 -0.17
H: 0.35 4.61 1.08
H: -1.68 1.26 -2.79
H: -0.44 1.79 -4.45
H: 1.40 1.15 -6.04
H: 3.45 0.22 -5.13
H: 3.71 -0.18 -2.63
H: 5.09 -2.59 1.00
H: 5.82 -0.64 2.29
H: 4.88 1.54 1.74
H: 1.90 2.20 0.03
H: 4.35 2.53 -1.67
H: 3.73 4.02 -0.94
H: 2.69 3.12 -2.04
H: 4.16 3.69 1.21
H: 3.23 2.59 2.20
H: 2.45 3.94 1.37
H: 4.13 -3.34 -0.67
H: 1.22 -3.52 0.21
H: 2.80 -3.84 1.14
H: 2.29 -4.83 -0.34
H: 1.50 -2.67 -2.12
H: 2.68 -3.90 -2.60
H: 3.00 -2.18 -2.83
C: -0.24 1.95 2.88
Si: -0.03 0.12 3.48
C: -1.24 -0.19 4.90
C: 1.70 -0.42 3.88
N: -0.43 -0.92 2.08
C: -0.74 -2.22 2.20
C: -0.67 -2.88 3.46
C: -1.28 -4.13 3.57
C: -1.96 -4.72 2.52
C: -1.88 -4.22 1.22
C: -1.25 -2.95 1.00
N: -1.13 -2.38 -0.22
Si: -1.71 -3.18 -1.64
C: -0.95 -4.85 -1.76
C: -3.58 -3.41 -1.45
C: -1.37 -2.25 -3.24
H: 0.14 2.67 3.61
H: -1.32 2.15 2.82
H: 0.23 2.11 1.94
H: -0.77 -0.61 5.79
H: -2.04 -0.90 4.55
H: -1.73 0.80 5.12
H: 2.42 0.39 4.08
H: 2.08 -1.01 3.04
H: 1.80 -1.06 4.79
H: -0.19 -2.35 4.31
H: -1.31 -4.65 4.49
H: -2.49 -5.68 2.68
H: -2.33 -4.76 0.34
H: -0.52 -5.12 -0.79
H: -0.16 -4.81 -2.51
H: -1.64 -5.60 -2.12
H: -3.93 -3.25 -0.41
H: -3.91 -4.41 -1.72
H: -4.14 -2.71 -2.11
H: -0.35 -1.81 -3.21
H: -2.10 -1.44 -3.41
H: -1.44 -2.94 -4.07

Results of the Löwdin charge analysis, in e, for atoms 1 through 99:
1. Mn 0.85
2. C -0.05
3. C -0.35
4. C -0.06
5. C -0.13
6. C -0.04
7. C -0.08
8. C -0.06
9. C -0.15
10. C -0.36
11. C -0.05
12. C -0.07
13. C -0.15
14. N 0.00
15. C -0.08
16. C -0.16
17. C -0.08
18. C -0.10
19. C -0.08
20. C -0.07
21. C -0.23
22. N -0.03
23. C -0.18
24. C -0.13
25. C -0.07
26. C -0.09
27. C -0.07
28. C -0.11
29. C -0.35
30. C -0.04
31. C -0.09
32. C -0.37
33. C -0.06
34. C -0.06
35. H 0.09
36. H 0.07
37. H 0.06
38. H 0.09
39. H 0.08
40. H 0.06
41. H 0.07
42. H 0.11
43. H 0.10
44. H 0.09
45. H 0.12
46. H 0.07
47. H 0.08
48. H 0.08
49. H 0.07
50. H 0.08
51. H 0.08
52. H 0.13
53. H 0.10
54. H 0.10
55. H 0.10
56. H 0.12
57. H 0.11
58. H 0.10
59. H 0.10
60. H 0.09
61. H 0.07
62. H 0.07
63. H 0.08
64. H 0.08
65. H 0.07
66. H 0.05
67. H 0.11
68. H 0.07
69. H 0.09
70. H 0.08
71. H 0.04
72. H 0.10
73. H 0.05
74. C -0.16
75. Si 0.44
76. C -0.20
77. C -0.18
78. N -0.18
79. C -0.36
80. C -0.09
81. C -0.16
82. C -0.17
83. C -0.10
84. C -0.36
85. N -0.15
86. Si 0.36
87. C -0.18
88. C -0.19
89. C -0.16
90. H 0.02
91. H 0.02
92. H -0.02
93. H 0.02
94. H 0.04
95. H 0.03
96. H 0.02
97. H 0.02
98. H 0.03
99. H 0.07

=====

Density functional theory data (ωB97M-V with the def2-TZVPD basis set) for a cluster of 2 separate species, C5H11N2PS in total at a distorted geometry.

Results
E_tot, Ha: -1046.02423
Maximum force, eV/Å: 4.07
Energy above the lowest of the compared OMol25 structures with the same formula, charge and spin, eV: 3.089
Highest occupied orbital energy (alpha / beta), eV: -8.46 / -8.46
Spin multiplicity: 1
Kohn-Sham gap (alpha / beta), eV: 8.364 / 8.365

Element x y z (Å)
C: 0.87 0.54 -2.09
C: -0.32 1.36 -2.21
C: 0.58 0.16 2.15
C: -0.39 1.27 2.07
C: 0.30 -2.57 0.13
N: -0.43 -0.04 -1.88
N: 0.06 0.71 0.83
P: -0.85 -0.34 -0.18
S: -2.73 0.04 0.34
H: 1.35 0.23 -3.10
H: 1.68 0.51 -1.30
H: -0.73 2.16 -1.51
H: -0.72 1.48 -3.21
H: 1.58 0.30 2.42
H: 0.25 -0.91 2.44
H: -1.46 1.08 2.24
H: -0.23 2.33 2.32
H: -0.50 -3.20 0.56
H: 0.63 -2.89 -0.81
H: 1.05 -2.21 0.79

Want to see where the charge sits? The Löwdin charges in e are:
1. C -0.24
2. C -0.22
3. C -0.15
4. C -0.26
5. C 0.01
6. N -0.27
7. N -0.28
8. P 0.47
9. S 0.18
10. H 0.13
11. H 0.11
12. H 0.13
13. H 0.10
14. H 0.07
15. H 0.12
16. H 0.03
17. H 0.11
18. H 0.02
19. H -0.03
20. H -0.03

=====

Density functional theory data (ωB97M-V with the def2-TZVPD basis set) for an isolated molecule of C3H2N4O7 at a distorted geometry.

Results
E_tot, Ha: -860.79775
Maximum force, eV/Å: 4.36
Energy above the lowest of the compared OMol25 structures with the same formula, charge and spin, eV: 0.867
Highest occupied orbital energy (alpha / beta), eV: -11.11 / -11.11
Spin multiplicity: 1
Kohn-Sham gap (alpha / beta), eV: 8.554 / 8.548

Element x y z (Å)
C: 0.94 0.16 0.55
C: -0.84 0.77 -0.85
C: 0.05 -1.05 0.20
N: 0.26 1.20 -0.07
N: 0.56 -2.09 -0.70
N: -0.90 -1.45 1.22
N: 0.47 2.61 -0.07
O: 1.00 -3.06 -0.16
O: -1.48 -2.49 1.05
O: 1.35 3.04 0.60
O: 1.95 0.17 1.16
O: 0.50 -1.85 -1.88
O: -1.05 -0.66 2.12
O: -0.31 3.15 -0.79
H: -0.67 0.53 -1.89
H: -1.83 1.02 -0.50

Want to see where the charge sits? The Löwdin charges in e are:
1. C -0.37
2. C 0.19
3. C 0.02
4. N 0.01
5. N -0.36
6. N -0.36
7. N -0.37
8. O 0.16
9. O 0.13
10. O 0.18
11. O 0.20
12. O 0.12
13. O 0.12
14. O 0.12
15. H 0.10
16. H 0.11